# C13H18N2O3

One molecule with the formula C13H18N2O3 (the ωB97M-V functional and the def2-TZVPD basis, OMol25).

ORCA input file:
```
! RIJCOSX wB97M-V def2-TZVPD def2/J DEFGRID3
* xyz 0 1
H -0.1531 -0.5065 1.3572
C -3.3521 -0.5092 1.1239
H 5.6498 1.2302 0.6226
O 4.4729 -0.3540 0.2882
C 4.7031 1.0241 0.1257
C 2.0098 -0.3858 0.1747
H 2.1021 -0.2575 1.2588
H -3.4247 1.0022 -2.4119
C -2.4862 -0.4048 -1.1067
C 0.7043 1.7032 0.2221
C 3.3536 -0.8513 -0.3979
H -5.0205 1.7903 -0.7071
H -1.6726 -2.5273 1.4184
H -1.7854 -0.7504 -1.8523
H 1.8570 1.0670 -1.3458
C 0.8973 -1.4138 -0.1241
N -0.1372 -1.3004 0.7238
C 0.3771 2.9556 -0.5558
H -3.3296 -0.9304 2.1191
C -4.3024 1.0214 -0.4597
C -4.2755 0.4740 0.8113
O 0.2396 1.4514 1.3190
O 0.9658 -2.2086 -1.0376
H 0.1414 2.7140 -1.5903
N 1.5953 0.8904 -0.3883
H 3.4116 -1.9374 -0.2968
H -1.2492 -2.6887 -0.3089
C -1.4024 -1.9802 0.5098
C -3.4054 0.5802 -1.4185
H 3.4048 -0.6021 -1.4671
H 1.2312 3.6296 -0.5387
C -2.4561 -0.9614 0.1656
H -0.4721 3.4517 -0.0958
H -4.9736 0.8125 1.5620
H 3.9172 1.6318 0.5869
H 4.7837 1.2901 -0.9361
*
```

Calculated values
Kohn-Sham gap in hartree: 0.359
Electronic energy in Eh: -841.43084

---

# C12H36F6N12O11PS

A 9-piece molecular cluster, C12H36F6N12O11PS overall at a distorted geometry (the ωB97M-V functional and the def2-TZVPD basis, OMol25).

ORCA input file:
```
! RIJCOSX wB97M-V def2-TZVPD def2/J DEFGRID3
* xyz -1 1
H 1.2784 -2.6131 -6.3816
F -0.7638 0.8865 0.3967
O -3.6675 3.7060 2.2167
O 3.8614 -2.0916 -2.4972
N 3.5909 -0.1286 -1.3940
F -0.9829 0.4837 -2.8016
H 0.3855 -1.8321 3.0327
N -4.7620 -0.3404 -2.6056
O -4.5548 4.6335 4.3063
O 1.0736 6.5553 -0.6025
N 1.1717 -3.0720 -0.0745
C -1.8590 2.7252 3.3107
H 2.0559 -1.7091 -3.0299
O -0.5201 -2.1104 -4.7620
P -0.8515 0.6439 -1.2102
H -1.1742 3.4948 3.6682
H -1.8058 -1.7597 3.0838
N 5.6417 -1.1643 -1.4491
H -3.2559 -0.5585 0.1456
H 4.1713 -1.4416 3.5423
H 2.5880 -0.1300 -1.4953
H -3.9578 0.0471 -2.1403
C 1.3496 -1.4370 3.3460
N -3.9062 -0.9076 0.8385
H -3.4180 -0.8274 -5.4289
F -0.6130 -0.9422 -1.0274
H 1.0437 6.0924 1.8121
H 0.4170 -1.1395 -2.8134
N 1.6224 -2.2342 -5.5209
F -1.0253 2.2355 -1.4498
N 1.4321 4.3227 -0.8033
H 2.3029 -4.7756 1.4366
H 0.5230 -2.5869 -0.6696
C 1.4479 0.0250 2.8927
H -1.5166 -1.3407 1.4575
H 1.1482 4.3657 1.7114
H 0.9195 0.1625 1.9522
O -4.3320 -1.6509 2.9461
N -2.1840 -1.5122 2.1893
O -5.2870 2.4300 3.5704
H 4.0949 -1.3439 1.7704
H -2.6461 -0.6058 -3.9417
H 3.0788 0.6125 1.6548
C 4.3494 -1.1461 -1.8914
H 1.4263 -1.4744 4.4357
C 1.3741 -4.3790 -0.3940
H -1.3500 1.7612 3.3123
H 3.4793 0.8487 3.3718
O -5.7479 -1.0584 -4.5625
H 1.5561 -2.7489 0.7941
O 2.3857 -2.0766 2.6147
F 0.7634 0.8134 -1.2418
H 1.0737 0.6736 3.6865
N 1.0386 5.2537 1.2614
H -1.7809 3.4591 1.2952
H -4.8750 -0.7650 0.6218
C 2.9465 0.2172 2.6618
F -2.4745 0.4838 -1.1188
C 3.5212 -1.2285 2.6915
N 1.1830 -1.3775 -3.4301
C -4.7624 -0.7919 -3.9004
H -5.6402 -0.0426 -2.2186
H 1.8021 4.3689 -1.7313
H 1.2948 3.4469 -0.3319
H 6.2055 -1.9678 -1.6502
C -2.4904 2.9497 1.9475
H -2.7647 2.0432 1.4077
C 1.1712 5.4567 -0.0905
S -4.2527 3.3983 3.6717
N 2.0178 -5.1278 0.5417
C 0.6726 -1.9314 -4.5771
C -3.5425 -1.4033 2.0523
H 3.9762 0.6340 -0.8685
O 0.9613 -4.9030 -1.4195
H 2.2378 -6.0655 0.2673
O -2.9311 2.7099 4.2680
N -3.4957 -0.8462 -4.4291
H 5.9985 -0.4495 -0.8448
H 2.5576 -1.9023 -5.3844
*
```

Calculated values
Kohn-Sham gap in hartree: 0.314
Electronic energy in Eh: -3302.86151

---

# C5H10N2O2S

One molecule with the formula C5H10N2O2S at a distorted geometry (the ωB97M-V functional and the def2-TZVPD basis, OMol25).

ORCA input file:
```
! RIJCOSX wB97M-V def2-TZVPD def2/J DEFGRID3
* xyz 0 1
H -0.9140 3.1711 0.7547
C -1.2072 -1.2363 0.0567
C -0.0754 -1.6291 1.0663
N -1.6826 0.1447 0.2107
O 0.3487 0.9515 -0.6583
H -2.1711 -1.7811 0.2559
H 1.2947 -0.9711 -1.9467
H 2.3525 -1.9104 -0.9983
H 0.6490 -2.4140 0.9214
H 2.8267 -0.1002 -1.5212
H -2.5225 2.4676 0.6187
C -0.9063 1.1062 -0.0705
H -1.6846 2.9872 -0.8668
N 0.7013 -0.4564 1.3923
S 1.4855 0.1385 0.2542
O 2.3768 1.2185 0.5679
H -0.9654 -1.3790 -0.9818
H -0.4989 -1.9846 2.0661
C 2.1283 -0.8288 -1.2238
C -1.5354 2.5057 0.1026
*
```

Calculated values
Kohn-Sham gap in hartree: 0.371
Electronic energy in Eh: -854.57536

---

Lowest unoccupied orbital energy values, unit eV, following the record order: 0.665 1.585 0.521.